1.
The following is a DFT calculation (wB97M-V/def2-TZVPD) of the molecule C13H15NO6.

Element x y z (Å)
C  2.01404  2.94478  -0.51810
H  0.18584  -4.31541  -1.84483
C  -2.38849  -1.20249  -0.11631
O  -1.23566  -4.51960  0.10046
C  -2.05655  -3.52091  0.31690
H  1.75237  -5.21835  1.24585
C  -0.20029  -2.03484  0.37002
C  1.59774  1.59425  -0.98375
H  0.27616  -5.50428  2.25795
H  1.51537  -0.80930  0.14606
O  -3.62237  -1.35163  -0.26123
O  -3.10973  -3.66454  0.88863
O  -1.81683  0.00909  -0.24729
O  0.54213  -3.09524  0.81645
H  0.96231  -5.67971  -1.10866
H  3.15827  3.02995  -0.58006
N  0.07311  1.46332  -0.63584
H  1.81631  1.37213  -2.06331
H  -0.48633  4.68051  -1.78259
H  -0.38141  4.21795  -0.22987
H  -1.71137  2.58271  -1.22399
C  -0.50436  0.27604  -0.18834
C  -0.63369  2.55448  -1.43670
H  2.16288  0.94831  -0.31830
C  -1.48976  -2.22189  0.16348
C  0.09174  -4.37767  0.33442
H  -0.54103  2.29591  -2.42143
C  -0.04599  3.91954  -1.18309
H  1.85356  3.11143  0.53272
H  1.68517  -4.08174  -0.96266
C  0.69549  -5.45250  1.22683
C  0.80930  -4.63141  -0.97324
H  0.57275  -6.42813  0.74720
O  1.41134  3.94047  -1.31330
C  0.37344  -0.77401  0.22423

- Max |F|: 0.092 Eh/bohr
- Highest occupied orbital energy: -8.238 eV
- Relative energy (zero: lowest compared OMol25 entry of this formula, charge and spin): 263.4 kJ/mol
- SMILES: CC1(C)OC(=O)c2c(cc(N3CCOCC3)oc2=O)O1
- HOMO-LUMO gap: 8.53 eV
- Energy: -27496.382 eV
- Spin multiplicity: 1

Atom charges from the Löwdin analysis, given in e for atoms 1 to 4:
1 C -0.232
2 H 0.119
3 C -0.382
4 O 0.140


2.
The following is a DFT calculation (wB97M-V/def2-TZVPD) of a cluster of 21 separate species, C63H161N7O21 in total.

Element x y z (Å)
O  -1.16043  10.54204  6.31626
H  -0.34811  2.01297  0.16284
O  2.84756  7.67274  -4.12567
H  -9.10123  3.95978  -4.93855
H  6.22572  -8.00951  -6.49214
H  2.84654  2.11155  -9.17169
H  2.86574  -5.55046  -4.43892
H  1.23874  3.65661  -2.02705
C  -6.82996  1.33944  5.61978
C  -4.87662  0.29556  4.07940
H  1.14300  9.52892  10.15222
H  3.56689  0.23726  0.24601
H  6.16018  -4.98549  -2.57340
H  -5.43774  0.43621  3.15556
O  1.30738  -7.49064  1.69974
H  1.96106  -9.27246  3.60435
H  7.56655  -7.66284  -5.60726
O  4.20966  -6.45169  -6.39738
H  -1.75937  -2.89193  -6.03138
H  -5.09308  -0.93301  8.99078
C  4.97481  -5.64994  -4.33916
C  1.54781  1.26167  1.94042
H  -10.58214  5.08093  -1.34531
H  4.94006  -7.19181  -2.67733
H  3.42814  -5.90357  -6.49934
H  2.36408  7.04103  -4.65805
C  -8.54459  4.41761  -2.12831
O  4.70817  -0.83974  -7.21072
C  -6.28449  5.37953  -1.09640
C  4.97072  -7.12842  -3.76505
C  1.40709  0.22585  -1.35355
H  -7.67469  1.30335  4.93186
H  -2.44301  -1.54087  -9.40873
C  -5.85295  5.59959  -2.53721
H  -9.28034  2.43801  -1.84875
O  5.99574  -0.84136  4.27567
C  -1.31549  -9.23362  3.39478
H  -1.17270  -2.68058  -9.89643
H  6.14517  -4.21731  -7.98717
H  6.68600  4.21860  7.09435
C  2.00843  1.71817  -1.37147
C  2.18988  2.29532  1.12488
O  8.94292  1.76012  4.23838
H  8.44512  -5.27462  -6.08395
H  -3.33046  -0.48079  8.67270
H  5.41945  -0.49868  -6.66850
C  0.06864  2.96651  -0.16150
C  -0.02783  -9.11899  2.60450
C  -0.06223  10.08779  8.43862
O  -4.05279  1.10844  6.86551
C  -8.51238  3.06896  -1.40126
O  9.14319  -0.15979  -1.40609
H  0.31776  11.85962  9.68098
C  -5.95203  -2.37282  5.27897
H  2.08259  -6.30224  4.14932
H  5.99121  -3.07572  1.19880
H  -0.11728  2.09013  9.02954
H  -6.15144  4.44678  -5.78582
H  -1.31238  -6.32719  5.16167
C  3.25454  3.05414  1.95528
C  -2.19234  -3.32103  -8.10229
C  7.49287  -5.13993  -4.20292
H  8.24688  1.10487  4.18923
H  -0.70545  3.73389  -0.16538
H  -2.02447  -6.57348  3.45854
C  -6.63988  -1.05503  5.07800
C  -1.09348  7.55348  6.44207
C  7.48243  -4.98056  -5.66577
H  8.31368  -4.49492  -3.88937
H  -5.21480  5.69577  -4.96909
H  -1.49786  7.26163  7.41130
N  -7.89457  4.40931  -3.48913
C  2.82814  1.99017  -2.67544
H  -1.93025  7.83115  5.80112
H  0.05355  2.42562  -2.20994
H  -3.09357  -2.11286  5.35384
H  0.73376  -9.62163  0.64960
H  3.65523  3.90197  1.39964
C  -5.60283  3.20004  -3.45333
H  5.67466  -5.72125  -8.59258
H  -2.35271  -5.19741  -10.69342
C  3.66254  -4.94054  -4.01325
H  -3.93727  -6.48524  -9.15378
H  -4.41589  -4.32614  -9.48975
H  5.27737  -0.34066  4.66229
H  3.54187  -4.84079  -2.93455
N  5.13133  -5.59365  -5.78888
C  6.13563  -4.76948  -3.64149
H  0.25675  -4.49357  3.79224
H  -2.28416  -1.43617  -6.92356
H  2.53482  5.08560  -7.10203
H  -1.52393  -10.28537  3.59088
C  -1.94515  -5.89291  -8.61022
H  -10.56010  4.15288  -2.84557
C  1.33250  7.87282  7.13843
H  -2.50756  -8.72017  5.01056
H  -0.50767  9.08186  4.31782
H  -2.91435  -3.06888  -10.10141
H  -5.14384  -2.36588  4.54761
C  -4.31570  -1.23883  6.93546
H  5.96687  -3.69428  -3.70121
H  8.91903  2.19983  3.38849
C  0.06909  8.53289  6.41635
H  -1.45988  8.57562  9.28949
H  2.07138  -7.39067  2.27238
H  2.25788  8.35117  6.81757
C  -1.67172  -2.33688  -6.96536
H  4.14355  2.50820  2.27105
H  -3.76622  -3.91893  -6.70686
C  -1.29672  -7.02026  -7.86954
O  0.07737  1.77089  8.14839
C  -5.75497  0.23429  5.37752
H  3.56037  -3.99595  -4.54747
H  -5.84414  2.52384  -4.27347
H  6.64712  3.22211  -1.28204
C  0.81912  2.78607  -1.52287
H  -3.76232  -2.10900  8.77032
H  -0.83534  11.44039  6.22196
C  -1.32434  -6.89332  4.23030
H  -0.78038  1.66091  7.73804
H  1.07452  -5.15833  2.43389
H  -4.55953  3.47277  -3.61225
C  -6.41621  4.57906  -3.62833
H  8.41340  1.04273  -4.35976
H  -7.55116  -1.06513  5.67596
H  5.57078  -1.42345  3.64574
H  1.16090  4.47712  -6.91769
H  0.60903  -0.00611  -0.64829
C  6.41013  -5.27277  -7.92470
O  -0.09120  -4.35693  -8.32680
C  1.12916  3.40680  0.83478
H  -1.75906  -7.99987  -7.99079
H  0.86899  1.70678  2.66786
C  -3.76049  -3.52259  -7.72224
H  1.50582  -7.76077  4.92125
H  2.71908  1.12476  7.04400
C  0.06367  -6.71498  3.57426
H  -6.24157  -2.22577  7.40105
H  -0.75365  -5.05846  2.42069
H  -0.61108  -10.68265  1.12020
H  7.39497  -3.90309  -5.80543
H  3.84353  8.13011  -0.94911
H  -6.87395  5.95775  -5.33271
C  -4.34963  -4.71380  -8.47317
H  8.20759  1.54913  -5.77153
H  -0.77831  6.67908  5.87270
H  0.02184  -4.23342  -9.27209
C  -3.44602  -5.99141  -8.31539
H  -6.94912  -1.06969  4.03290
H  -4.96707  -3.32538  6.80540
H  -0.27465  -7.20940  -8.19772
C  -1.52450  -8.38233  4.68259
H  -4.39032  -2.63586  -7.65068
O  -8.53142  3.43418  -4.37228
H  3.91265  1.99104  6.70216
C  -4.16656  -1.14623  8.45767
H  -5.38773  -4.82519  -8.16007
N  -0.13828  9.90826  6.95569
H  -4.76427  5.65294  -2.54409
C  0.14914  -5.23891  3.00422
H  -8.16991  5.24226  -0.18142
H  -4.53144  1.37824  7.65272
N  -4.84291  0.06125  6.52829
O  5.96237  4.72410  6.72413
H  -6.36130  2.32258  5.57622
H  0.77242  -10.27836  4.31601
O  3.62046  2.28722  -8.63651
H  9.74526  -0.63573  -0.83406
O  1.68943  5.23897  -6.68008
C  -0.20181  -9.67607  1.20624
C  0.36237  8.76165  4.89106
H  -4.35201  1.25098  4.08735
H  0.83219  12.12746  8.05824
H  -9.99866  5.84467  -2.78541
H  4.08355  -7.68155  -4.07337
H  -1.70435  -6.95215  -10.57954
C  1.21028  -6.75581  4.61990
H  -1.49064  10.21751  10.07577
O  3.97586  1.06039  -0.03114
O  6.77913  4.16994  -1.26147
C  -10.01571  4.89142  -2.25709
O  8.08239  0.77826  -5.21808
H  1.18412  6.82316  6.88486
C  7.01308  -7.25673  -6.45394
C  0.06700  11.62179  8.64722
H  3.68826  1.32063  -2.67964
H  7.64125  -7.36548  -7.33807
H  3.73979  8.90291  0.34855
H  -2.29656  -2.08352  6.96567
H  -5.71069  2.84183  -2.42953
H  0.48116  7.34633  9.02131
O  3.62002  1.07993  6.72380
C  -2.16909  -2.59449  -9.46294
O  4.08894  8.09355  -0.02462
H  -6.01168  4.41062  -0.67821
H  -1.21210  -6.89605  -6.78995
C  -7.79986  5.41183  -1.19256
H  -6.10420  6.63105  -2.78431
H  1.16371  -0.01368  -2.38868
H  1.04402  9.60875  4.81438
H  0.65643  3.64512  1.78758
H  2.11220  9.92678  8.71835
H  -0.78317  -8.64934  5.43574
H  2.29083  1.52359  -3.50110
H  -0.87919  12.09872  8.39155
H  7.80147  -6.13621  -3.88623
H  -2.49691  -0.64481  6.03483
H  -2.19381  -9.05317  2.77503
C  -1.34596  9.65136  9.15564
H  1.62436  4.27210  0.39418
H  6.20054  5.63716  6.88478
O  5.09368  -3.23696  1.48976
H  4.66273  -1.76995  -6.98966
H  3.96467  1.42055  -8.42058
H  2.24229  -0.39811  -1.03539
H  -3.62576  -6.50945  -7.37336
C  -5.42381  -2.34245  6.68989
H  1.14552  0.45041  1.33370
H  3.16087  3.00311  -2.90201
H  -0.68685  -5.57556  -10.51290
C  -1.68139  -5.92011  -10.22958
C  -2.99467  -1.57801  6.29843
H  1.33501  -10.81214  2.84204
N  2.88443  1.89710  -0.11105
C  1.09202  -9.88043  3.35289
H  2.25467  0.78677  2.62080
C  1.18512  9.46994  9.06463
N  0.19262  -7.68732  2.45331
H  5.89662  4.53366  -1.19003
H  0.87634  7.95872  4.36264
H  -6.61427  -3.19778  5.01629
H  2.51479  8.52589  -4.40430
H  -5.94052  6.19051  -0.45444
N  -1.43884  -4.57338  -8.03636
H  -8.12983  6.41619  -1.45805
H  5.83470  -7.71518  -4.07706
H  4.94352  -4.16359  1.30255
H  0.96528  -6.36452  5.60731
H  -7.53977  2.61287  -1.58596
C  6.40700  -5.83002  -6.44959
H  7.35921  -5.41759  -8.44081
H  -4.21091  -0.56025  3.96753
H  -2.19065  9.98838  8.55479
H  8.29080  -0.56567  -1.24822
C  -6.18029  5.19028  -4.98928
H  -7.21390  1.29182  6.63881
H  -0.94479  -9.15691  0.60081
H  2.87452  3.47657  2.88546
C  1.31281  7.95126  8.66004
H  -0.62911  -2.06936  -7.13712
H  -8.68039  3.11922  -0.32546
H  2.22047  7.46013  9.01084

- Max |F|: 0.088 Eh/bohr
- Highest occupied orbital energy: -8.013 eV
- Relative energy (zero: lowest compared OMol25 entry of this formula, charge and spin): 327.1 kJ/mol
- HOMO-LUMO gap: 7.87 eV
- Energy: -121356.775 eV
- Spin multiplicity: 1

Atom charges from the Löwdin analysis, given in e for atoms 1 to 4:
1 O -0.008
2 H 0.100
3 O -0.053
4 H 0.091


3.
The following is a DFT calculation (wB97M-V/def2-TZVPD) of a structure of composition C11H8BrClCoN4O3.

Element x y z (Å)
H  6.23357  7.49401  7.84100
O  11.32818  3.13991  3.56880
C  17.09478  8.69784  5.96520
H  18.06517  9.18813  6.08894
Co  12.15711  6.31168  5.10908
C  9.73937  5.92968  6.75574
C  9.72215  7.73721  5.34528
N  15.03877  4.77585  7.56330
H  8.14059  9.18793  5.50192
N  17.46432  4.30087  5.61400
H  16.00575  4.46609  7.57904
Cl  15.64327  9.09429  6.75295
C  7.85569  7.43776  6.74619
C  14.47499  5.22962  6.43239
O  13.22213  5.53620  6.42229
O  6.65677  7.93769  7.08910
C  11.27708  4.17839  3.91159
C  14.43038  6.01087  4.27564
C  16.53377  4.91501  5.29781
C  8.46988  6.27978  7.19253
H  10.09582  4.87795  7.01276
C  8.52018  8.21842  5.80798
H  7.96678  5.68982  7.92714
H  14.38479  4.49236  8.40183
N  13.56436  6.43442  3.59712
Br  10.62990  8.77695  4.10021
C  15.21787  5.44652  5.26566
N  10.36138  6.65864  5.82870
H  17.06209  7.77640  5.35669

- Max |F|: 0.068 Eh/bohr
- Highest occupied orbital energy (alpha / beta): -10.587 / -12.000 eV
- Total charge: +1
- Relative energy (zero: lowest compared OMol25 entry of this formula, charge and spin): 33.8 kJ/mol
- HOMO-LUMO gap (alpha / beta): 7.19 / 7.63 eV
- Energy: -143822.556 eV
- Spin multiplicity: 5

Atom charges from the Löwdin analysis, given in e for atoms 1 to 4:
1 H 0.142
2 O 0.167
3 C -0.499
4 H 0.018